(1)
2 unconnected molecules or ions with the total composition C5H17N2O at a distorted geometry, computed with ωB97M-V/def2-TZVPD.

```
25
Properties=species:S:1:pos:R:3
C -1.431 -1.014 -0.464
C -0.770 0.247 -0.005
C 0.724 0.325 0.321
C 1.508 1.465 -0.300
C 1.670 1.198 -1.805
N 0.864 -0.125 -2.098
N -1.543 0.596 1.366
H -1.058 -1.919 -0.083
H -2.501 -0.916 -0.605
H -1.103 -1.154 -1.516
H -1.063 1.047 -0.703
H 0.838 0.238 1.368
H 1.303 -0.539 -0.056
H 0.944 2.456 -0.195
H 2.405 1.656 0.270
H 2.706 1.189 -2.185
H 1.073 2.011 -2.317
H 1.424 -0.928 -1.647
H 0.711 -0.469 -3.060
H -1.616 -0.168 1.995
H -1.145 1.440 1.823
H -2.471 0.858 1.053
H -1.143 -2.818 3.180
H 0.273 -2.508 2.873
O -0.599 -2.170 2.791
```

Multiplicity ... 2
Kohn-Sham gap (spin up / spin down) ... 0.1242 / 0.3702 hartree
⟨S²⟩ ... 0.7504
E_tot ... -10483.78378 eV
LUMO (spin up / spin down) ... 0.590 / 0.398 eV
Relative energy (zero: lowest compared OMol25 entry of this formula, charge and spin) ... 57.94 kcal per mole

***

(2)
2 unconnected molecules or ions with the total composition C5H17N2O at a distorted geometry, computed with ωB97M-V/def2-TZVPD.

```
25
Properties=species:S:1:pos:R:3
C -0.074 0.456 -1.677
N -0.811 1.521 -0.974
C -2.164 1.810 -1.466
C 0.942 -0.084 -0.707
N 0.207 -0.559 0.521
C 1.066 -0.934 1.646
C 1.722 -1.234 -1.299
H 0.386 0.845 -2.579
H -0.706 -0.344 -2.060
H -0.177 2.312 -1.019
H -2.533 2.825 -1.533
H -2.424 1.348 -2.420
H -2.814 1.443 -0.662
H 1.678 0.577 -0.268
H -0.385 -1.349 0.265
H -0.415 0.212 0.795
H 0.443 -1.074 2.526
H 1.705 -1.794 1.518
H 1.678 -0.106 1.988
H 1.912 -1.080 -2.378
H 2.776 -1.325 -1.027
H 1.350 -2.239 -1.454
H -1.250 -1.184 4.025
H -1.277 0.296 4.406
O -0.835 -0.338 3.834
```

Kohn-Sham gap ... 0.3805 hartree
E_tot ... -10481.50124 eV
Charge ... +1
LUMO ... -2.656 eV
Relative energy (zero: lowest compared OMol25 entry of this formula, charge and spin) ... 33.05 kcal per mole

***

(3)
2 unconnected molecules or ions with the total composition C5H17N2O at a distorted geometry, computed with ωB97M-V/def2-TZVPD.

```
25
Properties=species:S:1:pos:R:3
C 0.682 -1.283 0.586
N 1.926 -1.020 -0.082
C 1.946 -1.142 -1.541
C -0.129 0.023 0.744
N -1.157 0.059 -0.442
C -1.804 1.367 2.136
C -0.946 0.114 2.005
H 0.097 -2.029 0.044
H 0.920 -1.587 1.603
H 2.763 -1.365 0.358
H 1.979 -0.163 -2.025
H 1.021 -1.624 -1.864
H 2.786 -1.754 -1.856
H 0.501 0.869 0.521
H -0.648 0.212 -1.323
H -1.774 0.845 -0.237
H -1.669 -0.820 -0.441
H -2.750 1.364 1.583
H -1.239 2.258 1.880
H -2.143 1.495 3.165
H -0.224 0.209 2.821
H -1.453 -0.817 2.221
H -0.137 2.182 -1.973
H 0.174 1.913 -3.382
O -0.291 1.499 -2.642
```

Kohn-Sham gap ... 0.3448 hartree
E_tot ... -10481.95569 eV
Charge ... +1
LUMO ... -3.004 eV
Relative energy (zero: lowest compared OMol25 entry of this formula, charge and spin) ... 22.57 kcal per mole

***

(4)
2 unconnected molecules or ions with the total composition C5H17N2O at a distorted geometry, computed with ωB97M-V/def2-TZVPD.

```
25
Properties=species:S:1:pos:R:3
C 0.942 0.900 0.373
N -0.344 1.442 -0.120
C -0.187 2.757 -0.699
C 1.454 0.004 -0.768
N 0.337 -0.836 -1.215
C -0.151 -1.995 -0.327
C 0.812 -2.558 0.700
H 0.682 0.355 1.276
H 1.659 1.656 0.679
H -0.957 1.543 0.685
H 0.482 2.818 -1.565
H 0.247 3.566 -0.087
H -1.111 3.146 -1.135
H 2.354 -0.567 -0.556
H 1.749 0.689 -1.562
H 0.509 -1.151 -2.156
H -0.460 -0.171 -1.199
H -0.498 -2.767 -1.011
H -1.046 -1.583 0.143
H 1.246 -1.805 1.339
H 0.341 -3.379 1.228
H 1.686 -3.001 0.226
H -3.015 0.438 1.158
H -2.511 0.085 2.678
O -2.285 0.237 1.755
```

Kohn-Sham gap ... 0.3964 hartree
E_tot ... -10481.97834 eV
Charge ... +1
LUMO ... -2.716 eV
Relative energy (zero: lowest compared OMol25 entry of this formula, charge and spin) ... 22.05 kcal per mole

***

(5)
2 unconnected molecules or ions with the total composition C5H17N2O at a distorted geometry, computed with ωB97M-V/def2-TZVPD.

```
25
Properties=species:S:1:pos:R:3
N -0.275 1.600 1.271
C 0.252 1.015 -0.035
C 0.558 1.968 -1.153
C -0.763 -0.070 -0.447
N -0.956 -0.949 0.687
C -2.215 -1.702 0.512
C 0.179 -1.819 1.058
H -0.327 2.617 1.345
H -1.117 1.076 1.556
H 0.428 1.385 1.975
H 1.147 0.509 0.298
H 0.637 3.023 -0.929
H 1.528 1.702 -1.558
H -0.160 1.803 -1.956
H -1.683 0.494 -0.636
H -0.410 -0.495 -1.393
H -2.291 -2.291 -0.400
H -2.329 -2.342 1.384
H -2.998 -0.943 0.459
H -0.131 -2.813 1.352
H 0.630 -1.306 1.912
H 0.984 -1.881 0.322
H 3.208 -0.966 -1.753
H 3.129 0.434 -2.345
O 2.974 -0.050 -1.525
```

Kohn-Sham gap ... 0.3538 hartree
E_tot ... -10481.57333 eV
Charge ... +1
LUMO ... -3.135 eV
Relative energy (zero: lowest compared OMol25 entry of this formula, charge and spin) ... 31.39 kcal per mole

***

(6)
3 unconnected molecules or ions with the total composition C5H17N2O2 at a distorted geometry, computed with ωB97M-V/def2-TZVPD.

```
26
Properties=species:S:1:pos:R:3
C -0.625 0.054 -1.272
C -0.945 0.056 0.271
C -0.202 -1.130 0.890
C -0.410 -2.371 0.344
N 0.382 -3.396 0.679
C 0.261 -0.959 2.251
N 0.640 0.948 -1.256
H -1.439 0.550 -1.939
H -0.208 -0.942 -1.467
H -1.983 -0.098 0.555
H -0.636 1.019 0.685
H -1.253 -2.516 -0.313
H 0.514 -4.317 0.320
H 1.215 -3.210 1.223
H 0.666 -1.828 2.805
H -0.535 -0.752 2.976
H 0.965 -0.149 2.533
H 0.350 1.889 -1.055
H 1.033 0.752 -2.150
H 1.251 0.476 -0.535
H 1.006 2.547 1.425
H 2.405 3.121 1.047
O 1.564 2.809 0.680
H -1.206 2.300 -3.707
H -1.625 2.907 -2.238
O -1.184 2.240 -2.754
```

Kohn-Sham gap ... 0.2895 hartree
E_tot ... -12528.00569 eV
Charge ... +1
LUMO ... -2.800 eV
Relative energy (zero: lowest compared OMol25 entry of this formula, charge and spin) ... 60.50 kcal per mole

***

(7)
3 unconnected molecules or ions with the total composition C5H17N2O3 at a distorted geometry, computed with ωB97M-V/def2-TZVPD.

```
27
Properties=species:S:1:pos:R:3
O -1.050 1.023 -1.923
C 0.037 1.014 -1.375
N 1.189 0.779 -2.038
C 2.439 0.364 -1.425
C 2.454 -1.086 -0.976
C 0.054 1.447 0.104
N -0.977 0.653 0.790
C -1.953 1.443 1.631
H 1.002 0.495 -2.989
H 3.263 0.648 -2.075
H 2.684 1.035 -0.594
H 3.327 -1.332 -0.361
H 2.515 -1.752 -1.833
H 1.591 -1.249 -0.325
H 1.055 1.288 0.480
H -0.141 2.510 0.175
H -1.581 0.250 0.061
H -0.651 -0.116 1.398
H -2.809 1.757 1.034
H -1.450 2.326 1.999
H -2.227 0.863 2.498
H -0.576 -2.352 -0.668
H -2.047 -2.587 -0.922
O -1.427 -1.883 -0.694
H -1.290 -1.527 3.356
H -1.900 -2.445 2.263
O -1.532 -1.565 2.408
```

Kohn-Sham gap ... 0.3871 hartree
E_tot ... -14577.68906 eV
Charge ... +1
LUMO ... -2.849 eV
Relative energy (zero: lowest compared OMol25 entry of this formula, charge and spin) ... 12.47 kcal per mole

***

(8)
2 unconnected molecules or ions with the total composition C5H17N3O at a distorted geometry, computed with ωB97M-V/def2-TZVPD.

```
26
Properties=species:S:1:pos:R:3
C -1.312 -0.710 0.587
C -1.122 -1.010 2.065
C -2.659 -1.170 0.054
N -1.018 0.895 0.217
N -0.211 1.614 1.074
H -2.013 0.990 0.512
H -0.518 -1.212 0.023
H 0.780 1.417 0.940
H -0.502 1.648 2.050
H -1.079 -2.086 2.226
H -2.744 -2.256 0.106
H -3.470 -0.736 0.639
H -1.935 -0.594 2.661
H -0.178 -0.588 2.427
H -2.781 -0.860 -0.983
C 1.504 0.003 -2.148
C 2.261 -0.052 -0.812
N 2.734 1.252 -0.354
O 0.541 1.025 -2.194
H -0.048 0.970 -1.410
H 3.666 1.436 -0.708
H 2.144 1.991 -0.727
H 1.051 -0.982 -2.342
H 2.205 0.218 -2.961
H 3.102 -0.744 -0.905
H 1.602 -0.458 -0.038
```

Kohn-Sham gap ... 0.3502 hartree
E_tot ... -11976.68930 eV
SMILES ... CC(C)NN.NCCO
LUMO ... 0.887 eV
Relative energy (zero: lowest compared OMol25 entry of this formula, charge and spin) ... 52.75 kcal per mole

***

(9)
3 unconnected molecules or ions with the total composition C5H17NO2 at a distorted geometry, computed with ωB97M-V/def2-TZVPD.

```
25
Properties=species:S:1:pos:R:3
C 2.770 -0.931 0.186
C 1.360 -0.502 0.574
C 1.077 0.989 0.504
C 0.807 1.466 -0.903
C -0.227 0.723 -1.752
N -1.470 0.512 -1.061
H 3.014 -0.824 -0.899
H 2.665 -2.066 0.224
H 3.666 -0.809 0.788
H 0.577 -0.892 -0.088
H 1.129 -0.721 1.677
H 1.914 1.491 0.960
H 0.261 1.178 1.227
H 1.736 1.674 -1.511
H 0.342 2.499 -1.020
H -0.014 -0.248 -2.188
H -0.425 1.463 -2.650
H -1.676 1.100 -0.321
H -2.237 0.412 -1.741
H -2.166 -0.280 2.714
H -1.236 -0.157 1.413
O -1.994 0.230 1.933
H -1.630 -1.163 -0.416
H -2.234 -1.882 0.730
O -1.520 -2.084 0.176
```

Kohn-Sham gap ... 0.3818 hartree
E_tot ... -11044.54105 eV
SMILES ... CCCCCN.O.O
LUMO ... 0.777 eV
Relative energy (zero: lowest compared OMol25 entry of this formula, charge and spin) ... 39.56 kcal per mole

***

(10)
4 unconnected molecules or ions with the total composition C5H17NO5 at a distorted geometry, computed with ωB97M-V/def2-TZVPD.

```
28
Properties=species:S:1:pos:R:3
C -1.534 0.268 -1.317
N -1.207 -0.621 -0.234
C -0.178 0.057 0.559
C -0.249 -0.654 2.059
O 1.067 -1.171 2.409
C 1.173 0.161 -0.093
O 1.350 -0.079 -1.285
C -1.876 -0.488 -2.677
H -2.481 0.799 -0.941
H -0.800 0.992 -1.480
H -0.861 -1.474 -0.611
H -0.436 1.238 0.613
H -0.963 -1.476 2.017
H -0.524 0.098 2.878
H 0.879 -2.102 2.357
H 2.054 0.572 0.411
H -1.665 -1.577 -2.453
H -2.887 -0.219 -3.038
H -1.257 -0.046 -3.434
H 1.885 2.509 -2.001
H 0.863 2.863 -1.081
O 1.776 3.129 -1.380
H 2.330 -1.705 0.128
H 1.696 -3.081 -0.347
O 1.853 -2.520 0.539
H -2.836 1.781 1.003
H -1.785 2.299 1.931
O -2.143 1.493 1.530
```

Kohn-Sham gap ... 0.3405 hartree
E_tot ... -17184.92004 eV
SMILES ... CCN[C@H](C=O)CO.O.O.O
LUMO ... 0.328 eV
Relative energy (zero: lowest compared OMol25 entry of this formula, charge and spin) ... 102.54 kcal per mole

***

(11)
A molecular structure, C5H18FN6O4Tl at a distorted geometry, computed with ωB97M-V/def2-TZVPD.

```
35
Properties=species:S:1:pos:R:3
Tl 0.716 0.075 -0.615
F 0.546 2.848 -1.104
C -2.679 3.227 -1.632
C -2.781 1.834 -1.011
O -1.862 0.996 -1.666
H -3.675 3.679 -1.616
H -2.437 3.163 -2.694
H -1.924 3.875 -1.195
H -3.798 1.454 -0.924
H -2.445 1.997 0.020
H -2.352 0.512 -2.351
C -2.488 -1.362 1.251
O -1.569 -0.762 0.673
N -3.073 -2.416 0.608
N -2.955 -1.067 2.471
H -2.526 -2.845 -0.117
H -4.019 -2.660 0.848
H -2.422 -0.367 2.960
H -3.772 -1.493 2.872
C 0.996 -2.508 2.527
O 0.820 -2.016 1.417
N 0.370 -2.089 3.679
N 2.026 -3.313 2.862
H -0.382 -1.427 3.625
H 0.707 -2.259 4.607
H 2.202 -3.626 3.797
H 2.707 -3.472 2.135
C 4.196 1.198 -2.266
O 3.359 0.914 -1.394
N 5.508 1.247 -2.075
N 3.829 1.396 -3.582
H 5.907 0.853 -1.239
H 6.052 1.383 -2.908
H 2.829 1.282 -3.627
H 4.391 1.746 -4.335
```

Kohn-Sham gap ... 0.1178 hartree
E_tot ... -29999.01447 eV
Charge ... +2
LUMO ... -12.694 eV
Relative energy (zero: lowest compared OMol25 entry of this formula, charge and spin) ... 24.86 kcal per mole

***

(12)
5 unconnected molecules or ions with the total composition C5H18IN6O4 at a distorted geometry, computed with ωB97M-V/def2-TZVPD.

```
34
Properties=species:S:1:pos:R:3
I -0.333 -1.183 -0.065
C 0.740 2.607 1.690
C 1.087 1.993 3.063
O 1.324 0.623 2.993
H 0.245 1.874 1.051
H 1.619 2.937 1.129
H 0.113 3.498 1.765
H 0.226 2.219 3.717
H 1.861 2.577 3.567
H 0.752 0.219 2.328
C -1.378 -0.001 -4.308
O -1.907 0.489 -5.316
N -0.142 0.409 -3.922
N -1.972 -0.923 -3.521
H 0.306 1.032 -4.563
H 0.251 0.035 -3.074
H -1.623 -1.165 -2.608
H -2.870 -1.272 -3.794
C 4.033 -2.333 -0.920
O 5.158 -2.816 -0.990
N 3.209 -2.376 0.181
N 3.472 -1.636 -1.966
H 2.240 -2.138 0.047
H 3.457 -3.096 0.838
H 3.905 -1.695 -2.868
H 2.519 -1.323 -1.897
C -3.613 0.439 2.502
O -4.261 0.937 3.435
N -2.584 1.059 1.888
N -3.806 -0.850 2.105
H -2.304 1.952 2.253
H -1.897 0.539 1.362
H -4.417 -1.429 2.648
H -3.410 -1.201 1.251
```

Kohn-Sham gap ... 0.3182 hartree
E_tot ... -30715.06988 eV
Charge ... -1
LUMO ... 2.795 eV
Relative energy (zero: lowest compared OMol25 entry of this formula, charge and spin) ... 5.39 kcal per mole

***

The highest E_tot belongs to which entry?
number 2

***

The lowest E_tot belongs to which entry?
C5H18IN6O4

***

What is the E_tot in the seventh record?
-14577.68906 eV